The following is a DFT calculation (wB97M-V/def2-TZVPD) of C32H25CdN7O3S2 as an isolated structure.

## Properties
M = 732.144 g mol⁻¹
HOMO = -6.488 eV
Gap between HOMO and LUMO = 6.762 eV

The geometry in XYZ format:
```
70
Properties=species:S:1:pos:R:3:forces:R:3
Cd 0.310 -0.026 -0.347 0.0 -0.4 -0.2
C -0.791 2.678 -3.959 0.0 0.0 0.1
C -0.420 1.581 -3.167 0.0 0.1 0.0
N -0.588 1.557 -1.867 -0.1 -0.1 -0.1
C -1.147 2.607 -1.222 0.0 0.0 0.0
C -1.468 3.787 -1.927 0.0 0.1 0.0
C -1.291 3.782 -3.326 0.0 0.0 0.0
C -1.942 4.924 -1.228 0.0 -0.1 0.0
C -2.054 4.842 0.127 0.0 0.0 0.0
C -1.793 3.653 0.835 0.0 0.0 0.0
C -1.404 2.476 0.206 0.0 0.1 -0.1
N -1.217 1.231 0.727 0.0 0.0 0.1
C -1.806 0.722 1.853 0.1 -0.1 0.0
C -2.611 1.364 2.783 -0.1 0.0 0.0
C -3.184 0.695 3.885 0.0 0.0 0.0
C -2.986 -0.631 4.113 0.0 0.0 0.0
C -2.204 -1.360 3.184 -0.1 0.0 0.1
C -1.992 -2.748 3.320 0.0 0.0 0.0
C -1.263 -3.432 2.390 0.0 0.1 -0.1
C -0.737 -2.707 1.309 0.0 0.0 0.1
N -0.920 -1.419 1.164 0.2 0.2 -0.1
C -1.632 -0.710 2.071 0.0 0.0 0.0
H -0.660 2.645 -5.031 0.0 0.0 0.0
H 0.030 0.698 -3.609 0.0 0.0 0.0
H -1.560 4.668 -3.889 0.0 0.0 0.0
H -2.172 5.831 -1.771 0.0 0.0 0.0
H -2.364 5.711 0.695 0.0 0.0 0.0
H -1.862 3.708 1.906 0.0 -0.1 0.1
H -2.846 2.406 2.694 0.0 0.1 -0.1
H -3.793 1.276 4.567 0.0 0.0 0.0
H -3.414 -1.137 4.967 0.0 0.0 0.0
H -2.420 -3.260 4.173 0.0 0.0 0.0
H -1.091 -4.496 2.467 0.0 0.0 0.0
H -0.144 -3.198 0.545 0.0 0.0 0.0
N 1.724 -2.827 -2.473 0.3 0.0 0.1
C 0.419 -2.581 -2.649 0.0 0.1 0.1
N -0.286 -1.744 -1.940 0.1 -0.1 0.0
C -1.618 -1.741 -2.357 0.0 0.1 0.1
C -2.637 -0.989 -1.779 -0.1 0.0 -0.1
C -3.910 -1.083 -2.312 0.0 0.0 0.0
C -4.181 -1.911 -3.402 0.0 0.0 0.0
C -3.177 -2.671 -3.977 0.0 0.0 0.0
C -1.902 -2.577 -3.439 0.0 0.0 0.0
S -0.448 -3.409 -3.926 -0.1 0.0 0.0
H 2.221 -2.542 -1.619 0.0 0.0 0.0
H 2.151 -3.562 -3.007 0.0 0.0 0.0
H -2.435 -0.347 -0.930 0.0 0.0 0.0
H -4.709 -0.504 -1.869 0.0 0.0 0.0
H -5.185 -1.964 -3.800 0.0 0.0 0.0
H -3.384 -3.320 -4.816 0.0 0.0 0.0
O 3.517 -2.193 -0.351 0.0 -0.1 -0.1
C 3.352 -1.401 0.581 0.0 0.1 0.0
N 2.199 -0.780 0.867 -0.2 0.1 0.0
S 2.368 0.380 1.993 -0.1 0.1 0.2
O 2.235 1.660 1.330 0.1 0.0 0.0
O 1.532 0.142 3.134 0.1 0.0 0.0
C 4.061 0.036 2.350 0.1 0.0 -0.1
C 4.907 0.613 3.273 0.1 -0.1 0.0
C 6.215 0.143 3.307 0.0 0.0 0.0
C 6.642 -0.862 2.444 0.0 0.0 0.0
C 5.773 -1.430 1.522 -0.1 0.0 0.0
C 4.470 -0.966 1.490 0.0 0.0 0.0
H 4.569 1.391 3.942 0.0 0.0 0.0
H 6.914 0.567 4.016 0.0 0.0 0.0
H 7.667 -1.203 2.497 0.0 0.0 0.0
H 6.088 -2.212 0.845 0.0 0.0 0.0
N 2.319 0.467 -1.810 0.0 0.0 0.1
H 2.332 0.614 -2.812 -0.1 0.0 0.0
H 3.013 -0.243 -1.597 0.0 0.0 0.0
H 2.616 1.330 -1.362 0.0 0.0 0.0
```
Positions in Å, forces in eV/Å.